1) Entry from the OMol25 dataset: an isolated molecule of C3H5N3O (the ωB97M-V functional and the def2-TZVPD basis).

The HOMO-LUMO gap comes out at 0.35276 Eh. The LUMO energy is 0.61 eV. The highest occupied orbital energy is -0.3303 Ha. The SMILES is [H]/N=N\CCN=C=O.

ORCA input file:
```
! wB97M-V def2-TZVPD RIJCOSX def2/J DEFGRID3
* xyz 0 1
H 0.1212 1.5417 -1.3115
N 0.1848 1.7106 -0.2747
N -0.6617 1.3650 0.5054
C -1.3754 0.1939 -0.0046
C -0.3173 -0.8194 0.3678
N 0.9678 -0.3628 -0.0784
C 2.1406 -0.4508 0.0659
O 3.2983 -0.4011 -0.0936
H -1.4790 0.2473 -1.0632
H -2.3852 -0.0774 0.3965
H -0.0767 -1.0938 1.4489
H -0.4174 -1.8533 0.0415
*
```

2) Entry from the OMol25 dataset: a cluster of 2 separate species, C3H5N3O in total (the ωB97M-V functional and the def2-TZVPD basis).

The HOMO-LUMO gap (spin up / spin down) comes out at 0.27373 / 0.26696 Eh. The LUMO energy (spin up / spin down) is -0.10 / -0.25 eV. The highest occupied orbital energy (spin up / spin down) is -0.2774 / -0.2763 Ha.

ORCA input file:
```
! wB97M-V def2-TZVPD RIJCOSX def2/J DEFGRID3
* xyz 0 1
O -2.4326 0.9223 -0.2700
C -1.7139 0.0965 0.5054
C -0.3674 0.2001 0.5857
N 0.3293 1.0195 -0.2868
N 1.2742 0.1325 -0.6407
C 1.5207 -0.7170 0.5103
N 0.4747 -0.7498 1.2236
H -1.7882 1.4740 -0.7526
H 0.5232 -0.9802 -1.3731
H -2.3020 -0.6202 1.0641
H 2.0721 0.5562 -1.1279
H 2.4100 -1.3339 0.5621
*
```

Least stable of them? 2).

1) Entry from the OMol25 dataset: an isolated molecule of C3H5N3O (the ωB97M-V functional and the def2-TZVPD basis).

The HOMO-LUMO gap comes out at 0.35895 Eh. The LUMO energy is 0.85 eV. The highest occupied orbital energy is -0.3279 Ha. The SMILES is ONc1cc[nH]n1.

ORCA input file:
```
! wB97M-V def2-TZVPD RIJCOSX def2/J DEFGRID3
* xyz 0 1
O 2.1624 0.0050 -1.1143
N 0.9985 0.7524 -1.2095
C -0.1018 0.2843 -0.3175
C -0.4457 -1.0400 -0.2132
C -1.3558 -1.1720 0.8678
N -1.2656 0.1246 1.3486
N -0.6154 1.0519 0.5640
H 2.0974 -0.2271 -0.0001
H 1.3771 1.6008 -0.9238
H -0.0044 -1.8722 -0.7096
H -1.5054 -2.1115 1.5829
H -1.6662 0.6336 2.0210
*
```

2) Entry from the OMol25 dataset: an isolated molecule of C3H5N3O (the ωB97M-V functional and the def2-TZVPD basis).

The HOMO-LUMO gap comes out at 0.26684 Eh. The LUMO energy is 0.35 eV. The highest occupied orbital energy is -0.2541 Ha.

ORCA input file:
```
! wB97M-V def2-TZVPD RIJCOSX def2/J DEFGRID3
* xyz 0 1
N -1.7409 -0.6949 0.8689
C -0.5726 -0.2330 0.2860
N 0.6359 -0.8009 0.2313
C 1.6039 0.0522 -0.3868
O 2.7296 -0.4560 -0.4912
C 0.8848 1.2040 -0.6872
N -0.4503 0.9728 -0.2667
H -1.6978 -1.6628 1.1504
H -2.5745 -0.5157 0.3218
H 1.1803 -1.6466 0.3963
H 1.1608 2.0927 -1.2256
H -1.1592 1.6881 -0.1970
*
```

Least stable of them? 1).

1) Entry from the OMol25 dataset: an isolated molecule of C3H5N3O (the ωB97M-V functional and the def2-TZVPD basis).

The HOMO-LUMO gap comes out at 0.34740 Eh. The LUMO energy is 0.66 eV. The highest occupied orbital energy is -0.3233 Ha. The SMILES is C/N=c1\nc[nH]o1.

ORCA input file:
```
! wB97M-V def2-TZVPD RIJCOSX def2/J DEFGRID3
* xyz 0 1
C -2.5539 0.2733 -0.0036
N -1.4478 -0.6489 0.0167
C -0.2726 -0.2066 0.0015
N 0.2481 1.0749 0.0254
C 1.5294 0.9344 0.0063
N 1.9540 -0.3482 -0.1356
O 0.7773 -1.1222 0.0179
H -3.0609 0.2108 0.9519
H -2.2776 1.3118 -0.3031
H -3.3059 -0.0850 -0.7457
H 2.2569 1.7277 0.1022
H 2.6715 -0.7391 0.4807
*
```

2) Entry from the OMol25 dataset: an isolated molecule of C3H5N3O (the ωB97M-V functional and the def2-TZVPD basis).

The HOMO-LUMO gap comes out at 0.31975 Eh. The LUMO energy is 0.87 eV. The highest occupied orbital energy is -0.2877 Ha. The SMILES is Nc1nc(O)c[nH]1.

ORCA input file:
```
! wB97M-V def2-TZVPD RIJCOSX def2/J DEFGRID3
* xyz 0 1
N 1.5586 -1.5062 0.3876
C 0.4982 -0.5979 0.3310
N 0.5259 0.6785 0.6411
C -0.6346 1.1787 0.1151
O -0.8760 2.5060 0.1632
C -1.3884 0.2133 -0.4842
N -0.6397 -0.9480 -0.2983
H 2.3553 -1.0490 0.8175
H 1.8133 -1.6865 -0.5811
H -0.0903 2.8903 0.5772
H -2.2444 0.2462 -1.1354
H -0.8799 -1.8868 -0.5694
*
```

Least stable of them? 1).

1) Entry from the OMol25 dataset: an isolated molecule of C3H5N3O (the ωB97M-V functional and the def2-TZVPD basis).

The HOMO-LUMO gap comes out at 0.29987 Eh. The LUMO energy is 0.56 eV. The highest occupied orbital energy is -0.2794 Ha. The SMILES is O/N=C1/C=NNC1.

ORCA input file:
```
! wB97M-V def2-TZVPD RIJCOSX def2/J DEFGRID3
* xyz 0 1
O 1.4706 -1.5752 -1.4707
N 0.3824 -1.4659 -0.8521
C 0.0249 -0.5802 -0.0843
C -1.4046 -0.4236 0.4008
N -1.6866 0.8446 0.9202
N -0.4823 1.4256 0.9732
C 0.5928 0.5811 0.4077
H 1.1522 -2.0390 -2.4694
H -2.1152 -1.0675 -0.1227
H -0.3727 2.5239 1.4778
H 1.0357 1.2517 -0.4377
H 1.4028 0.5244 1.2572
*
```

2) Entry from the OMol25 dataset: a cluster of 2 separate species, C3H5N3O in total (the ωB97M-V functional and the def2-TZVPD basis).

The HOMO-LUMO gap comes out at 0.28634 Eh. The LUMO energy is -0.79 eV. The highest occupied orbital energy is -0.3152 Ha. The SMILES is [H]/N=C\C=N/[H].N=C=O.

ORCA input file:
```
! wB97M-V def2-TZVPD RIJCOSX def2/J DEFGRID3
* xyz 0 1
H -1.4120 1.7349 -1.4285
N -1.5085 0.7349 -1.5817
C -1.2586 -0.1058 -0.7319
C 0.3927 -0.7720 -0.6014
N 0.5517 -1.9215 -0.0947
H 0.1020 -1.9716 0.8257
H -1.8783 -0.5730 0.0278
H 0.9096 -0.5771 -1.5422
N 1.5458 1.3753 1.2666
C 0.5584 0.6390 1.1790
O -0.4712 0.3209 1.7173
H 2.4684 1.1160 0.9640
*
```

Least stable of them? 1).

1) Entry from the OMol25 dataset: an isolated molecule of C3H5N3O (the ωB97M-V functional and the def2-TZVPD basis).

The HOMO-LUMO gap comes out at 0.32591 Eh. The LUMO energy is -0.61 eV. The highest occupied orbital energy is -0.3482 Ha. The SMILES is C=N/N=C\C(N)=O.

ORCA input file:
```
! wB97M-V def2-TZVPD RIJCOSX def2/J DEFGRID3
* xyz 0 1
C -2.4297 0.1455 0.0595
N -1.1360 0.1076 -0.1995
N -0.5040 -1.1116 -0.0484
C 0.7714 -1.1840 -0.0532
C 1.8156 -0.0258 -0.0664
N 1.2762 1.2111 0.0379
O 3.0354 -0.3525 -0.0034
H -2.9554 -0.7273 0.4824
H -3.0349 1.0614 -0.2332
H 1.1869 -2.2284 0.0467
H 0.2328 1.0809 0.0528
H 1.7416 2.0232 -0.0752
*
```

2) Entry from the OMol25 dataset: an isolated molecule of C3H5N3O (the ωB97M-V functional and the def2-TZVPD basis).

The HOMO-LUMO gap comes out at 0.34797 Eh. The LUMO energy is 0.63 eV. The highest occupied orbital energy is -0.3249 Ha. The SMILES is Nc1cncn1O.

ORCA input file:
```
! wB97M-V def2-TZVPD RIJCOSX def2/J DEFGRID3
* xyz 0 1
N -1.5513 -0.7914 -0.0077
C -0.1757 -0.4523 -0.0144
C 1.0619 -1.0478 -0.0365
N 2.0646 -0.1135 0.0048
C 1.4464 1.0604 -0.0116
N 0.1219 0.8887 -0.0351
O -0.8409 1.8634 -0.0150
H -1.8130 -1.2578 0.8723
H -1.7958 -1.4256 -0.7697
H 1.2555 -2.1072 -0.0050
H 1.9084 2.0324 0.0588
H -1.6820 1.3507 -0.0409
*
```

Least stable of them? 1).